1.
14
Properties=species:S:1:pos:R:3:forces:R:3 method="wB97M-V/def2-TZVPD" orbital_gap_ev="6.8 / 6.8" e_homo_ha="-0.47966 / -0.47967" spin_multiplicity=1 total_charge=+1 molar_mass_g_mol=103.1
C 1.354 0.204 0.115 1.23 -0.14 -3.90
N 2.238 -0.533 -0.471 -1.02 4.50 2.07
N -2.323 0.417 -0.283 -2.89 -0.28 -0.37
N -1.266 0.951 -0.089 3.87 -2.24 0.47
N 1.401 1.576 0.057 0.14 1.20 0.98
N -0.001 -0.262 0.430 -0.82 -0.16 1.39
N -0.249 -1.553 0.306 -1.31 0.75 -0.90
H 2.310 -1.482 -0.396 -0.55 -2.91 0.02
H -2.916 0.955 -0.939 -0.36 -0.02 0.55
H 2.243 2.090 -0.214 0.02 -1.32 -0.28
H 1.070 2.095 0.862 -0.63 -0.44 -0.02
H -0.540 -2.117 1.104 0.01 0.52 -0.11
H -0.474 -1.918 -0.634 0.49 0.10 0.65
H -2.848 -0.423 0.150 1.82 0.45 -0.55



2.
14
Properties=species:S:1:pos:R:3:forces:R:3 method="wB97M-V/def2-TZVPD" orbital_gap_ev=10.9 e_homo_ha=-0.57225 spin_multiplicity=1 total_charge=+1 molar_mass_g_mol=103.1
C -0.852 0.567 0.258 3.51 -4.22 1.24
N 0.086 1.012 -0.607 -2.21 2.28 0.52
N -0.568 2.045 -1.183 -0.62 -1.63 -0.38
N -2.003 1.109 0.209 -1.85 -1.10 0.82
N -1.845 1.977 -0.737 2.09 1.15 -0.81
N -0.176 -1.163 1.174 -4.18 1.45 -7.62
N 1.942 -1.105 -0.229 -1.55 3.38 0.48
H 2.106 -2.064 -0.157 1.83 -1.63 0.32
H -2.620 2.513 -1.156 0.71 -0.08 0.51
H -1.031 -1.762 0.868 1.87 1.15 0.76
H -0.288 -0.989 2.078 -0.49 1.18 5.18
H 2.310 -0.347 0.385 0.63 -1.64 0.05
H 0.892 -1.117 0.231 0.53 0.19 -0.30
H 2.048 -0.678 -1.133 -0.29 -0.49 -0.77



3.
10
Properties=species:S:1:pos:R:3:forces:R:3 method="wB97M-V/def2-TZVPD" orbital_gap_ev=9.6 e_homo_ha=-0.37218 spin_multiplicity=1 molar_mass_g_mol=49.1
C 1.214 -0.276 -0.379 -0.40 3.32 2.11
H -1.878 -1.551 1.502 -1.71 3.71 -3.60
H -1.766 0.141 0.163 0.27 -0.95 0.84
H 0.477 1.443 0.650 -1.23 -1.35 -1.69
H 0.002 1.052 -0.957 -0.79 1.31 0.54
H 0.957 -0.552 -1.369 -0.22 -1.86 -0.39
H 2.098 0.374 -0.545 -0.14 -0.47 0.33
H 1.384 -0.864 0.529 -0.03 -0.86 -1.09
N 0.024 0.702 0.000 2.98 0.19 0.00
O -2.513 -0.467 0.405 1.27 -3.04 2.94



4.
10
Properties=species:S:1:pos:R:3:forces:R:3 method="wB97M-V/def2-TZVPD" orbital_gap_ev=10.5 e_homo_ha=-0.34885 spin_multiplicity=1 molar_mass_g_mol=49.1 smiles=CN.O
C -0.589 -1.720 -0.213 1.17 3.11 -1.64
N -0.587 -0.187 0.030 1.88 -4.55 -3.05
H -1.597 -1.928 -0.444 -1.15 -0.75 0.00
H -0.200 -2.328 0.567 0.25 -0.32 0.74
H -0.026 -1.868 -1.170 -0.23 -0.21 0.98
H -1.483 0.079 0.027 -3.90 1.51 0.31
H -0.100 0.146 0.773 1.43 0.52 2.55
O 1.165 1.803 0.109 4.29 4.01 1.28
H 0.755 1.385 -0.566 -2.73 -2.63 -2.10
H 0.974 1.718 1.013 -1.02 -0.70 0.94



5.
11
Properties=species:S:1:pos:R:3:forces:R:3 method="wB97M-V/def2-TZVPD" orbital_gap_ev=10.7 e_homo_ha=-0.36374 spin_multiplicity=1 molar_mass_g_mol=65.1 smiles="C=N.O.O"
C -0.271 1.313 1.760 0.12 0.61 -1.25
N -0.466 0.161 1.291 -0.02 -0.27 -0.40
H -1.111 1.964 1.942 -0.72 -0.20 0.72
H 0.640 1.915 1.766 0.61 -0.60 0.12
H 0.348 -0.323 0.880 0.05 0.47 0.67
O 1.581 -0.974 -0.764 0.44 -0.26 -0.08
H 2.542 -1.039 -0.898 -0.54 -0.04 0.07
H 1.205 -1.787 -1.136 0.08 0.34 0.02
O -1.482 -0.792 -1.738 -0.04 0.48 -0.06
H -1.645 0.009 -2.260 0.09 -0.40 0.13
H -1.342 -0.448 -0.844 -0.06 -0.12 0.05



6.
11
Properties=species:S:1:pos:R:3:forces:R:3 method="wB97M-V/def2-TZVPD" orbital_gap_ev="6.9 / 2.5" e_homo_ha="-0.48929 / -0.48929" spin_multiplicity=2 total_charge=+1 molar_mass_g_mol=65.1
C -1.551 2.020 -1.884 -0.59 0.90 2.51
N -0.358 2.006 -1.565 -0.31 -0.53 -3.13
H -2.238 2.302 -1.061 -0.17 -0.20 -0.14
H -2.043 1.863 -2.846 0.44 -0.26 -0.51
H 0.386 1.941 -2.300 0.58 0.09 1.24
H 0.457 -0.449 -0.601 0.58 -0.39 0.54
H 1.317 0.696 -0.117 0.45 -0.12 0.32
O 1.184 -0.251 0.025 -0.97 0.50 -0.81
H 0.651 -4.060 3.714 0.24 0.24 -0.25
H 1.055 -2.599 3.515 0.02 0.10 0.10
O 1.140 -3.469 3.120 -0.27 -0.34 0.15



7.
12
Properties=species:S:1:pos:R:3:forces:R:3 method="wB97M-V/def2-TZVPD" orbital_gap_ev=11.8 e_homo_ha=-0.57521 spin_multiplicity=1 total_charge=+1 molar_mass_g_mol=96.0
C 1.978 0.297 -0.199 -0.22 -0.97 -0.07
N 1.898 -0.725 0.620 1.13 -1.15 0.98
O 0.885 0.628 -0.749 1.16 0.99 -1.03
O -1.178 -0.614 -0.344 2.55 -2.65 0.21
P -2.304 0.262 -0.061 0.69 1.83 -0.65
H 2.918 0.818 -0.528 -0.93 -0.50 0.94
H 1.058 -1.301 0.752 -0.12 0.88 -0.44
H -3.339 -0.143 0.610 -2.04 -1.24 1.85
H 2.641 -1.161 1.161 0.45 0.73 -0.51
H 0.186 -0.080 -0.583 -1.42 0.27 -0.01
H -2.846 0.597 -1.216 -1.19 0.98 -1.75
H -1.896 1.422 0.536 -0.07 0.82 0.48



8.
13
Properties=species:S:1:pos:R:3:forces:R:3 method="wB97M-V/def2-TZVPD" orbital_gap_ev=4.8 e_homo_ha=-0.39294 spin_multiplicity=1 molar_mass_g_mol=97.1
N -0.270 -0.347 0.509 0.95 -1.05 -0.39
C 0.395 -1.321 -0.287 0.70 -1.51 3.24
O 1.505 -1.365 -0.708 1.09 0.67 -0.25
O 0.589 0.369 2.775 -0.28 -0.96 -0.33
H -0.023 -0.266 1.511 0.26 0.11 1.02
H -0.507 0.584 -0.015 -1.61 2.21 -0.81
H -0.101 -2.310 -0.240 -1.13 0.31 0.02
H 0.200 -0.745 -1.760 -0.07 0.42 -2.42
H -0.426 0.591 -1.819 -0.32 0.37 -1.08
O -0.317 -0.207 -2.373 -0.06 -0.60 0.26
H 0.632 0.856 3.612 0.00 0.34 -0.41
H -1.007 2.499 -0.433 0.13 -0.05 0.44
O -0.670 1.663 -0.770 0.35 -0.27 0.70



9.
13
Properties=species:S:1:pos:R:3:forces:R:3 method="wB97M-V/def2-TZVPD" orbital_gap_ev=10.4 e_homo_ha=-0.35331 spin_multiplicity=1 molar_mass_g_mol=97.1
C 0.277 1.110 -0.153 1.18 0.26 -0.04
O 1.012 0.388 -0.875 -0.55 0.29 0.22
O 0.008 2.402 -0.513 -0.25 -0.41 0.13
O 0.446 1.017 1.205 -0.37 -0.05 -0.36
H 0.389 -0.931 -0.874 -0.46 -0.48 0.32
H 0.148 2.472 -1.467 0.00 -0.11 0.05
H -0.104 1.681 1.643 0.02 -0.02 -0.07
H -1.098 -0.508 -0.434 0.22 0.60 0.23
N -0.210 -2.133 0.683 -0.07 0.22 -0.31
O -0.426 -1.568 -0.638 0.45 -0.01 0.01
H -1.167 0.481 -0.269 -0.16 -0.34 -0.05
H 0.361 -2.955 0.504 0.00 0.11 -0.01
H 0.366 -1.456 1.187 -0.01 -0.06 -0.10



10.
11
Properties=species:S:1:pos:R:3:forces:R:3 method="wB97M-V/def2-TZVPD" orbital_gap_ev=10.5 e_homo_ha=-0.35650 spin_multiplicity=1 molar_mass_g_mol=81.1 smiles=NCO.S
N 0.253 1.128 -0.469 -0.09 -0.34 -0.32
C 0.962 0.832 -1.673 0.09 -0.19 -0.09
O 1.409 -0.536 -1.671 -0.19 0.00 0.33
H -0.573 0.540 -0.437 -0.05 0.15 0.00
H 0.799 0.805 0.319 0.19 0.16 0.18
H 0.293 0.981 -2.525 0.09 0.18 0.03
H 1.834 1.483 -1.748 -0.01 0.11 -0.09
H 1.821 -0.748 -2.509 0.11 0.04 -0.23
S -1.279 -0.568 1.933 -0.55 0.23 -0.01
H -0.681 -1.744 1.987 0.24 -0.45 0.01
H -2.216 -1.028 1.077 0.18 0.10 0.19



E for the records above, in order: -10078.7122; -10079.9910; -4683.3074; -4686.7211; -6734.7010; -6723.9176; -16017.1696; -10820.9843; -10826.6282; -15522.9064 eV
ΔE to the lowest compared entry with this formula, charge and spin for the records above, in order: 549.1; 425.7; 445.8; 116.4; 62.0; 156.8; 92.1; 1051.5; 506.9; 5.4 kJ/mol